Run one
A structure of composition C33H88O33S11, computed with ωB97M-V with the def2-TZVPD basis set.

Computed properties:
HOMO level ... -9.35 eV

Element x y z (Å)
O: 13.824 -10.402 -33.676
S: 14.251 -11.804 -33.562
O: 15.095 -12.332 -32.521
O: 12.863 -12.787 -33.565
C: 11.855 -12.600 -34.559
C: 10.832 -13.729 -34.401
C: 14.912 -12.419 -35.153
H: 12.192 -12.672 -35.593
H: 11.450 -11.616 -34.324
H: 11.252 -14.735 -34.412
H: 10.016 -13.626 -35.116
H: 10.313 -13.759 -33.442
H: 14.763 -13.490 -35.290
H: 15.985 -12.228 -35.119
H: 14.568 -11.782 -35.967
O: 16.153 -16.468 -33.209
S: 16.896 -15.669 -32.164
O: 17.074 -16.169 -30.784
O: 18.334 -15.151 -32.826
C: 19.340 -14.587 -31.873
C: 20.763 -14.831 -32.341
C: 16.023 -13.954 -32.026
H: 19.187 -15.037 -30.892
H: 19.189 -13.536 -31.628
H: 20.965 -15.862 -32.052
H: 21.456 -14.199 -31.786
H: 20.990 -14.738 -33.403
H: 16.485 -13.328 -31.263
H: 14.976 -14.146 -31.791
H: 15.981 -13.444 -32.988
O: 17.059 -17.787 -26.205
S: 16.748 -16.397 -26.555
O: 17.310 -15.212 -25.861
O: 16.934 -16.217 -28.157
C: 16.573 -17.308 -29.034
C: 17.784 -17.803 -29.809
C: 14.915 -16.265 -26.663
H: 15.757 -16.887 -29.623
H: 16.091 -18.169 -28.571
H: 17.499 -18.442 -30.644
H: 18.357 -18.408 -29.106
H: 18.519 -17.049 -30.091
H: 14.420 -17.163 -27.033
H: 14.698 -15.401 -27.290
H: 14.475 -16.008 -25.699
O: 15.450 -14.090 -29.095
S: 16.612 -13.158 -29.160
O: 16.795 -12.263 -30.325
O: 16.594 -12.191 -27.765
C: 16.384 -12.744 -26.431
C: 15.614 -11.710 -25.589
C: 18.153 -14.149 -28.899
H: 17.325 -13.179 -26.095
H: 15.661 -13.554 -26.519
H: 15.202 -12.236 -24.727
H: 14.773 -11.252 -26.111
H: 16.189 -10.822 -25.326
H: 18.319 -14.693 -29.828
H: 17.980 -14.824 -28.061
H: 18.997 -13.466 -28.797
O: 15.654 -16.306 -36.674
S: 14.342 -15.967 -36.094
O: 13.639 -14.694 -36.391
O: 13.367 -17.271 -36.448
C: 12.396 -17.051 -37.528
C: 11.507 -18.305 -37.688
C: 14.340 -16.218 -34.259
H: 12.930 -16.792 -38.443
H: 11.777 -16.161 -37.418
H: 10.894 -18.225 -38.585
H: 10.788 -18.491 -36.890
H: 12.055 -19.231 -37.864
H: 15.311 -16.003 -33.812
H: 14.062 -17.240 -33.999
H: 13.626 -15.463 -33.931
O: 16.332 -13.791 -34.808
S: 16.971 -14.497 -35.922
O: 16.427 -14.495 -37.315
O: 18.545 -14.025 -35.981
C: 19.234 -13.811 -34.772
C: 20.648 -13.272 -34.957
C: 17.209 -16.271 -35.486
H: 19.147 -14.655 -34.089
H: 18.670 -13.037 -34.251
H: 20.663 -12.495 -35.721
H: 21.363 -14.012 -35.317
H: 21.146 -13.001 -34.026
H: 17.961 -16.615 -36.196
H: 16.262 -16.788 -35.642
H: 17.662 -16.233 -34.496
O: 20.390 -21.556 -35.149
S: 21.400 -20.674 -34.610
O: 22.546 -20.368 -35.498
O: 20.759 -19.317 -33.938
C: 21.532 -18.177 -33.974
C: 20.589 -16.985 -33.669
C: 22.026 -21.363 -33.086
H: 21.944 -17.944 -34.956
H: 22.347 -18.338 -33.267
H: 20.493 -16.904 -32.586
H: 19.562 -16.935 -34.033
H: 21.060 -16.047 -33.964
H: 21.193 -21.229 -32.395
H: 22.902 -20.799 -32.767
H: 22.337 -22.395 -33.245
O: 12.650 -16.603 -26.858
S: 11.795 -15.869 -27.794
O: 10.995 -14.717 -27.389
O: 12.700 -15.221 -29.040
C: 13.823 -15.963 -29.429
C: 13.801 -15.912 -30.952
C: 10.774 -17.025 -28.923
H: 13.912 -16.979 -29.046
H: 14.646 -15.417 -28.968
H: 12.857 -16.312 -31.322
H: 14.608 -16.581 -31.250
H: 14.036 -14.893 -31.260
H: 10.087 -16.414 -29.509
H: 10.313 -17.804 -28.315
H: 11.476 -17.534 -29.583
O: 25.914 -17.205 -32.744
S: 25.801 -16.344 -31.541
O: 25.619 -14.918 -31.658
O: 24.632 -17.003 -30.580
C: 23.371 -17.076 -31.149
C: 22.583 -15.898 -30.539
C: 27.282 -16.655 -30.409
H: 22.956 -18.021 -30.799
H: 23.394 -17.058 -32.239
H: 22.472 -16.033 -29.463
H: 21.577 -16.030 -30.937
H: 23.076 -14.931 -30.640
H: 26.956 -16.230 -29.461
H: 28.188 -16.208 -30.820
H: 27.438 -17.732 -30.337
O: 20.357 -12.019 -29.537
S: 20.796 -11.709 -30.924
O: 21.902 -12.522 -31.435
O: 19.528 -11.817 -31.896
C: 18.386 -11.095 -31.500
C: 17.887 -10.183 -32.587
C: 21.127 -9.854 -31.037
H: 18.550 -10.590 -30.549
H: 17.581 -11.785 -31.251
H: 18.758 -9.664 -32.987
H: 17.138 -9.493 -32.199
H: 17.476 -10.773 -33.407
H: 20.223 -9.365 -30.674
H: 21.319 -9.670 -32.094
H: 22.047 -9.657 -30.487
O: 22.305 -15.529 -33.625
S: 23.337 -14.519 -33.655
O: 24.687 -15.001 -33.997
O: 22.873 -13.335 -34.714
C: 23.148 -13.482 -36.056
C: 22.554 -12.217 -36.663
C: 23.375 -13.431 -32.153
H: 22.814 -14.442 -36.450
H: 24.237 -13.515 -36.095
H: 22.486 -11.453 -35.889
H: 21.584 -12.390 -37.130
H: 23.232 -11.868 -37.442
H: 23.696 -12.414 -32.382
H: 24.094 -13.898 -31.479
H: 22.363 -13.460 -31.750

Atom charges from the Mulliken analysis, given in e for atoms 1 to 2:
1 O -0.797
2 S 1.270

Run two
A cluster of 11 separate species, C33H88O33S11 in total, computed with ωB97M-V with the def2-TZVPD basis set.

Computed properties:
HOMO level ... -10.72 eV
SMILES string ... CCOS(C)(=O)=O.CCOS(C)(=O)=O.CCOS(C)(=O)=O.CCOS(C)(=O)=O.CCOS(C)(=O)=O.CCOS(C)(=O)=O.CCOS(C)(=O)=O.CCOS(C)(=O)=O.CCOS(C)(=O)=O.CCOS(C)(=O)=O.CCOS(C)(=O)=O

Element x y z (Å)
O: -7.667 -21.424 17.976
S: -8.982 -20.943 17.983
O: -10.014 -21.838 18.370
O: -9.047 -19.658 18.872
C: -8.793 -19.859 20.243
C: -8.410 -18.523 20.838
C: -9.378 -20.213 16.440
H: -8.021 -20.602 20.398
H: -9.766 -20.160 20.695
H: -9.090 -17.715 20.566
H: -7.374 -18.251 20.597
H: -8.452 -18.617 21.914
H: -8.853 -19.233 16.437
H: -10.422 -20.103 16.352
H: -9.016 -20.828 15.620
O: -14.459 -13.861 15.710
S: -13.642 -14.944 16.163
O: -13.999 -15.725 17.317
O: -13.559 -16.041 15.000
C: -13.890 -15.680 13.642
C: -15.301 -16.093 13.333
C: -11.973 -14.425 16.401
H: -13.139 -16.156 13.037
H: -13.751 -14.579 13.523
H: -15.644 -15.865 12.315
H: -16.037 -15.611 13.971
H: -15.484 -17.187 13.364
H: -11.927 -13.642 17.149
H: -11.722 -14.023 15.383
H: -11.343 -15.287 16.661
O: -10.634 -17.527 11.716
S: -9.655 -17.290 12.714
O: -10.046 -17.314 14.106
O: -8.505 -18.330 12.613
C: -8.036 -18.761 11.321
C: -7.019 -19.801 11.614
C: -8.897 -15.797 12.442
H: -7.638 -17.841 10.782
H: -8.840 -19.066 10.717
H: -6.156 -19.377 12.093
H: -6.702 -20.210 10.621
H: -7.403 -20.611 12.252
H: -9.548 -14.984 12.170
H: -8.306 -16.007 11.551
H: -8.129 -15.703 13.213
O: -17.118 -22.202 12.956
S: -17.515 -23.437 13.523
O: -16.915 -24.567 12.898
O: -17.325 -23.440 15.105
C: -16.786 -22.210 15.717
C: -16.598 -22.553 17.242
C: -19.221 -23.538 13.474
H: -17.579 -21.454 15.584
H: -15.850 -21.975 15.172
H: -15.836 -23.289 17.446
H: -17.562 -22.831 17.651
H: -16.244 -21.641 17.716
H: -19.506 -23.111 12.542
H: -19.576 -23.031 14.398
H: -19.441 -24.615 13.443
O: -15.396 -18.220 10.975
S: -16.399 -19.094 10.483
O: -17.723 -18.886 10.974
O: -16.469 -18.912 8.917
C: -17.376 -19.685 8.179
C: -17.591 -19.003 6.882
C: -15.842 -20.720 10.664
H: -18.298 -19.630 8.805
H: -17.186 -20.759 8.014
H: -17.878 -17.958 6.913
H: -18.487 -19.434 6.465
H: -16.695 -19.084 6.286
H: -16.528 -21.443 10.199
H: -15.752 -20.997 11.720
H: -14.827 -20.734 10.197
O: -17.249 -18.284 19.998
S: -16.982 -18.651 18.643
O: -15.776 -19.369 18.422
O: -18.215 -19.547 17.979
C: -19.349 -19.781 18.882
C: -20.177 -20.714 18.153
C: -16.896 -17.182 17.578
H: -19.923 -18.893 19.048
H: -18.981 -20.097 19.843
H: -20.465 -20.325 17.162
H: -21.091 -21.047 18.672
H: -19.633 -21.667 18.069
H: -16.742 -17.605 16.573
H: -16.096 -16.491 17.815
H: -17.871 -16.705 17.594
O: -12.540 -21.799 9.795
S: -12.491 -23.188 10.094
O: -12.441 -24.191 9.075
O: -11.239 -23.635 10.995
C: -10.802 -22.800 12.149
C: -10.053 -21.545 11.797
C: -13.889 -23.664 11.107
H: -10.145 -23.515 12.647
H: -11.716 -22.613 12.746
H: -10.689 -20.753 11.295
H: -9.179 -21.778 11.155
H: -9.708 -21.113 12.760
H: -14.831 -23.358 10.641
H: -13.952 -23.183 12.104
H: -13.857 -24.769 11.248
O: -13.585 -27.328 16.769
S: -14.525 -26.322 17.164
O: -15.143 -26.254 18.454
O: -13.882 -24.840 16.988
C: -13.093 -24.724 15.776
C: -11.689 -24.704 16.156
C: -15.844 -26.295 15.895
H: -13.379 -23.740 15.362
H: -13.433 -25.529 15.147
H: -11.429 -25.463 16.868
H: -11.380 -23.768 16.555
H: -10.959 -24.944 15.346
H: -16.560 -25.509 16.074
H: -16.346 -27.272 15.876
H: -15.421 -26.110 14.882
O: -8.879 -15.300 21.182
S: -10.250 -14.874 21.011
O: -10.645 -13.883 20.040
O: -10.984 -16.236 20.685
C: -12.353 -16.216 20.184
C: -12.733 -17.580 19.764
C: -10.972 -14.559 22.549
H: -12.494 -15.501 19.374
H: -12.974 -16.003 21.064
H: -13.786 -17.579 19.499
H: -12.524 -18.357 20.512
H: -12.085 -17.950 18.971
H: -11.146 -15.524 23.023
H: -11.898 -14.030 22.365
H: -10.283 -13.981 23.166
O: -12.506 -18.400 23.245
S: -12.377 -19.830 23.240
O: -13.386 -20.667 23.855
O: -12.211 -20.130 21.699
C: -12.438 -21.484 21.156
C: -13.867 -21.866 20.911
C: -10.803 -20.158 24.026
H: -11.927 -22.221 21.832
H: -11.955 -21.418 20.179
H: -13.892 -22.974 20.834
H: -14.171 -21.363 19.988
H: -14.525 -21.592 21.715
H: -10.545 -21.217 24.011
H: -10.779 -19.757 25.036
H: -10.065 -19.549 23.521
O: -12.049 -20.826 14.483
S: -13.327 -20.303 14.178
O: -14.385 -21.184 13.724
O: -13.976 -19.467 15.410
C: -13.085 -19.047 16.514
C: -12.882 -20.161 17.453
C: -13.119 -19.045 12.948
H: -13.618 -18.280 17.029
H: -12.190 -18.546 16.093
H: -12.382 -19.901 18.370
H: -12.321 -21.027 17.070
H: -13.914 -20.507 17.655
H: -14.039 -18.536 12.972
H: -12.892 -19.434 11.953
H: -12.258 -18.430 13.264

Atom charges from the Mulliken analysis, given in e for atoms 1 to 2:
1 O -0.698
2 S 1.211

Which is the most stable structure? run two is the most stable.

Run one
A cluster of 2 separate species, C6H14OSi in total, computed with ωB97M-V with the def2-TZVPD basis set.

Computed properties:
HOMO level ... -10.17 eV
SMILES string ... C[C@@H]1O[C@]1(C)[SiH3].C=C

Element x y z (Å)
C: -1.146 -1.272 0.330
C: -1.661 0.126 0.531
C: -1.064 -2.053 -0.911
C: -1.027 0.933 1.777
C: 3.823 -0.021 0.068
C: 2.617 0.600 0.041
O: -2.376 -1.039 1.066
Si: -2.108 1.212 -0.891
H: -0.097 -2.174 -1.464
H: -1.750 -1.631 -1.623
H: -1.408 -3.096 -0.694
H: -0.102 1.576 1.470
H: -0.848 0.125 2.557
H: -1.858 1.532 2.111
H: 4.621 -0.027 0.831
H: -0.300 -1.500 0.990
H: 4.049 -0.474 -0.904
H: 2.027 0.621 -0.830
H: 2.321 1.129 0.933
H: -3.437 1.746 -0.921
H: -1.774 0.886 -2.322
H: -1.193 2.479 -0.689

Atom charges from the Mulliken analysis, given in e for atoms 1 to 2:
1 C 0.129
2 C 0.547

Run two
A cluster of 2 separate species, C6H14OSi in total, computed with ωB97M-V with the def2-TZVPD basis set.

Computed properties:
HOMO level (spin up / spin down) ... -8.64 / -6.45 eV

Element x y z (Å)
C: 0.562 1.955 2.566
C: 1.007 1.188 1.576
C: 0.224 1.098 -2.221
C: -0.693 -1.133 -1.915
C: 0.138 -2.895 1.853
C: 0.326 -0.140 -1.331
O: -1.665 0.994 0.369
Si: -0.159 0.325 0.458
H: 1.265 2.424 3.221
H: -0.443 2.190 2.611
H: 2.003 1.106 1.599
H: 0.402 0.744 -3.185
H: -0.708 1.416 -2.020
H: 1.028 1.948 -1.920
H: -0.755 -0.949 -3.091
H: -1.636 -0.871 -1.548
H: -0.324 -2.078 -1.706
H: -0.652 -3.454 1.463
H: 1.031 -2.768 1.177
H: -0.178 -2.050 2.485
H: 1.284 -0.460 -1.479
H: -2.056 1.410 1.040

Atom charges from the Mulliken analysis, given in e for atoms 1 to 2:
1 C -0.909
2 C -0.122

Run three
A cluster of 2 separate species, C6H14OSi in total, computed with ωB97M-V with the def2-TZVPD basis set.

Computed properties:
HOMO level (spin up / spin down) ... -6.64 / -7.57 eV

Element x y z (Å)
C: -3.050 -0.311 -0.380
C: -3.437 -1.673 0.095
C: 1.222 2.812 -0.193
C: 2.525 -1.445 0.046
C: 0.486 1.697 0.540
C: 1.016 -1.420 0.157
O: -3.725 0.664 -0.605
Si: 0.314 0.168 -0.597
H: -3.317 -2.441 -0.733
H: -2.922 -1.867 1.045
H: -4.561 -1.627 0.368
H: 2.061 2.447 -0.706
H: 0.590 3.412 -0.799
H: 1.620 3.448 0.622
H: 2.681 -1.189 -1.072
H: 2.983 -0.742 0.708
H: 3.006 -2.386 0.291
H: -0.447 2.017 0.788
H: 1.033 1.511 1.468
H: 0.599 -1.347 1.212
H: 0.635 -2.405 -0.346
H: 0.688 0.676 -1.910

Atom charges from the Mulliken analysis, given in e for atoms 1 to 2:
1 C 0.347
2 C -0.832

Which is the most stable structure? run one is the most stable.